No. 1
This record from the Open Molecules 2025 dataset describes the molecule C18H27NO2. The level of theory is ωB97M-V/def2-TZVPD.

The geometry in XYZ format:
```
48
Properties=species:S:1:pos:R:3:forces:R:3
H 2.69812 2.71204 -0.19914 -0.01 0.11 -0.02
O -2.80096 -2.78680 -0.61144 -0.05 -0.37 0.14
H 5.11562 -2.43019 1.09377 0.04 -0.07 0.03
H -0.59200 -2.90932 -1.84545 -0.07 0.11 0.00
C 0.13919 -2.57935 0.13809 0.09 0.38 0.02
C 3.05508 0.60280 -0.10912 -0.20 -0.08 0.06
C -1.77447 0.65497 -0.87185 0.34 0.19 0.11
C -3.33015 2.27037 0.38344 0.01 -0.04 0.24
C 5.12251 1.70863 -0.99893 -0.04 -0.03 0.04
H -0.43534 -3.38521 0.59745 0.03 -0.04 0.01
C -4.40513 1.45164 1.10471 0.05 -0.01 -0.06
H -2.06601 1.18888 -1.78734 0.07 0.01 0.05
C 2.24925 1.78694 -0.55657 -0.01 -0.09 0.06
C -3.97563 -0.40476 -0.62315 -0.29 -0.39 0.19
H -3.23600 3.22845 0.89958 -0.03 0.04 -0.09
H 2.20918 1.83392 -1.64527 -0.04 0.08 -0.09
H 6.17856 1.49053 -1.13466 0.06 0.02 -0.03
C 3.17210 -1.56500 0.95241 -0.26 -0.11 0.13
H 2.70850 -2.40134 1.45058 -0.09 -0.06 0.02
H -1.76618 1.05855 1.25385 0.12 -0.04 0.09
H -4.32538 0.35822 -1.32272 0.02 0.02 -0.05
H 1.23731 1.71794 -0.17131 -0.06 0.10 -0.04
C 5.16745 -0.52897 0.11847 0.05 -0.04 0.02
H -0.65801 -1.03610 1.41703 0.07 -0.04 0.06
C -1.95946 1.59699 0.32601 -0.08 0.10 -0.30
H -1.19424 2.37111 0.23378 0.06 -0.03 0.03
H 1.11636 -2.96914 -0.15297 -0.04 -0.06 0.05
H -0.07584 -1.24723 -1.55339 0.01 -0.03 -0.04
C -4.36824 -0.05179 0.81379 -0.10 0.12 -0.11
H -4.30246 1.59365 2.18275 -0.07 0.06 0.02
C 0.31799 -1.46078 1.16668 -0.15 -0.56 0.10
C -2.06301 -1.83469 -0.80718 0.31 -0.03 -0.27
H -3.65364 2.49303 -0.63577 0.00 0.07 -0.04
O 1.06308 -0.36798 0.67344 0.27 0.23 -0.13
H -0.71567 0.41734 -0.93703 -0.07 -0.01 -0.07
H -3.66301 -0.55044 1.48075 -0.03 -0.07 0.01
H 5.03283 2.62131 -0.41015 0.02 0.12 -0.02
H -5.35331 -0.46948 1.02647 0.01 -0.07 0.05
C -0.59558 -2.09618 -1.11610 0.00 -0.14 0.12
N -2.53972 -0.56571 -0.78019 -0.21 0.22 -0.12
H -5.38124 1.85032 0.81936 -0.04 0.02 0.08
C 4.43232 0.56783 -0.31408 -0.02 -0.14 0.07
C 4.54114 -1.58181 0.75257 0.04 0.03 -0.02
H 6.23513 -0.55394 -0.04217 0.11 0.01 -0.03
H -4.42270 -1.36409 -0.89219 0.03 0.23 -0.03
H 0.76292 -1.85373 2.08906 -0.06 0.10 -0.06
H 4.67787 1.89869 -1.97475 0.01 0.09 -0.09
C 2.42083 -0.48009 0.51887 0.20 0.12 -0.10
```
Positions in Å, forces in eV/Å.

Summary:
Relative energy (zero: lowest compared OMol25 entry of this formula, charge and spin) in kJ/mol: 57.98
Structure (SMILES): Cc1cccc(OCCCC(=O)N2CCCCCC2)c1C
2S+1: 1
HOMO-LUMO gap in eV: 9.261


No. 2
This record from the Open Molecules 2025 dataset describes a structure of composition C29H65HgN2O9S4. The level of theory is ωB97M-V/def2-TZVPD.

The geometry in XYZ format:
```
110
Properties=species:S:1:pos:R:3:forces:R:3
H -1.23836 -3.02084 3.32927 -0.07 0.72 -0.38
C -4.07876 -2.16313 1.69111 0.29 -1.18 1.17
H 3.09322 -0.07448 2.06206 -0.28 -0.05 0.18
H -0.01540 -2.73005 4.51639 -0.12 -0.30 0.39
H 5.53382 -0.95021 0.40634 -0.26 -0.19 -0.05
C 0.75682 -0.26077 5.54813 -0.64 -0.16 0.98
S 0.81684 -3.77102 -4.52474 -1.71 0.19 -0.95
C 3.43574 -2.11081 2.72462 -0.42 -0.58 1.09
H -0.35387 -5.62433 -3.59611 -0.11 -0.08 -0.04
C -1.81575 -4.21341 -4.47903 -0.60 -0.50 0.65
H -2.15421 -4.17890 5.15424 -0.20 0.03 -0.26
C -0.51286 -5.02454 -4.48782 0.31 0.72 -0.36
C 3.70303 -0.62352 2.78032 0.27 0.43 -0.15
C 1.39721 7.25642 -0.40117 -0.01 0.13 -0.13
H 2.39216 -2.41590 2.62585 0.02 0.23 -0.91
C 5.17992 -0.34546 2.44340 0.22 -0.58 0.32
C 1.24967 5.81439 -0.85182 -0.46 -0.68 0.09
H 0.70021 5.76276 -1.80927 0.17 0.09 -0.12
C -5.89554 -2.88026 0.23067 0.88 -0.90 0.36
C -1.60210 3.05422 -2.36682 -1.59 0.50 0.26
C -3.37448 -1.85870 0.37884 -0.22 0.29 0.50
H -1.43075 -3.09205 -2.71241 0.34 0.14 0.00
H -2.25599 -4.08821 -5.46732 0.36 0.08 -0.15
H 1.74216 7.92022 -1.19545 0.12 -0.13 -0.06
O 1.59811 -3.92505 -3.28700 0.93 -0.05 0.04
H 2.31295 6.29427 -3.41322 -0.06 -0.19 -0.32
H 0.60323 3.22644 0.00212 -0.09 -0.18 -0.46
H 1.22557 -1.06924 0.49921 0.50 -0.44 -0.18
H -3.85498 -3.19890 1.98022 0.08 -0.04 -0.15
C -1.43163 1.07789 -3.87438 -1.00 0.00 -0.02
H 0.15724 -1.56366 -3.77213 0.46 -0.24 -0.02
C -0.26336 -2.34702 -4.40557 0.18 0.63 0.97
O -4.77959 -1.48969 -1.77252 -0.07 -0.30 -0.14
C -0.95200 1.06679 2.94143 0.77 0.18 -0.84
H 3.80277 6.68774 -1.34274 -0.65 0.28 -0.20
H 0.12783 1.89547 -2.64827 -0.13 -0.27 0.01
H -2.33634 -2.14567 -3.83555 -0.15 -0.18 -0.28
H -3.69553 -1.59602 2.54108 -0.11 0.40 -0.21
S -2.94784 1.90116 -1.81444 1.94 -0.62 -0.12
C 5.64693 -1.37020 1.40882 -0.08 0.24 -0.95
C 2.40867 3.65892 -1.17967 -0.98 0.46 0.83
O -2.77510 1.59993 -0.40771 -0.17 0.16 -0.01
H -1.21732 0.51556 5.74023 -0.15 0.10 -0.63
H -2.09686 3.87780 -2.88351 -0.12 -0.09 -0.03
C -0.73079 -0.44697 3.04316 0.84 1.51 0.04
H 1.28755 -1.20839 5.45287 0.16 0.10 -0.23
H -3.29394 -0.77910 0.23722 -0.25 -0.02 -0.34
O -3.98611 -3.81873 -1.35364 0.20 0.06 0.02
H -1.15896 -1.07911 6.28222 0.48 -0.11 0.16
H 0.37476 -0.52302 2.96521 0.00 -0.52 0.07
H -0.40450 1.68038 3.65932 -0.54 -0.27 0.64
S 4.54974 -2.82655 1.51994 0.01 1.20 1.13
H 1.68483 1.86268 -0.35514 -0.05 -0.13 0.54
H 0.94006 0.10841 6.56022 0.41 0.11 -0.13
C -0.70803 2.25452 -3.26438 1.74 0.04 0.59
O 5.23973 -3.94900 2.07224 0.00 -0.30 -0.49
C 1.64820 2.92123 -0.09158 -0.29 0.22 0.22
H -6.17417 -2.52165 2.33897 0.25 0.00 0.18
H 2.10786 7.32504 0.42242 -0.10 0.01 0.09
N -1.26337 -1.04135 4.24252 -0.19 -0.60 -0.62
H 3.64003 -2.58786 3.68852 0.74 0.04 -0.13
H 5.79772 -0.43175 3.33738 -0.05 -0.03 0.03
H -0.42767 -5.58785 -5.41328 0.32 -0.24 0.17
H 4.46268 5.18726 -1.60186 -0.22 -0.36 0.15
H 0.37310 -0.10906 -0.57360 0.67 0.26 -0.97
H -0.18983 2.83715 -4.02787 -0.38 0.26 -0.05
H 0.60949 5.26578 -0.15718 -0.06 0.28 0.15
C 3.22001 5.71338 -3.23291 -0.13 0.65 0.05
H -0.67923 0.39246 -4.25453 -0.29 -0.11 -0.35
H 1.07001 0.48730 4.82475 0.27 -0.10 0.00
C -1.06713 -2.51022 4.28135 -0.69 0.51 0.21
H -0.40478 1.37704 2.04023 -0.46 -0.09 -0.31
H 3.53012 -0.27885 3.79739 -0.40 0.22 -0.14
H -2.09848 1.45904 -4.65059 0.14 -0.32 -0.29
H -3.08426 -2.64044 5.08016 0.00 -0.04 -0.16
H 0.43154 7.65530 -0.09115 0.01 -0.08 0.13
C -5.59669 -2.09651 1.52181 -0.54 0.72 -1.03
H -1.99353 1.35343 2.81995 0.00 0.09 0.26
H -5.78649 -3.94585 0.45225 0.03 -0.01 0.00
N 2.50483 5.07980 -0.87678 0.84 0.45 -0.57
H 3.42479 3.26589 -1.19643 0.00 -0.02 -0.37
H -1.82503 -2.94967 6.28353 -0.13 0.22 0.00
H -1.58036 -0.08479 -2.08949 -0.11 0.25 0.33
H -1.11222 -0.84882 2.10166 -0.34 -0.56 0.37
C -2.10820 -3.09048 5.23897 0.90 -0.77 0.65
H 4.02594 6.19096 -3.79293 0.03 0.14 0.17
H -6.82912 -2.80105 -0.31874 0.01 0.66 0.07
C -1.53658 -2.88198 -3.78067 -0.30 -0.30 0.01
H -5.92061 -1.06085 1.39187 0.01 0.03 0.08
H -0.03471 -1.76318 -0.51842 0.19 -0.26 0.15
O -4.22252 2.32131 -2.31115 -0.06 -0.02 -0.21
H -0.38349 -1.94257 -5.40904 -0.10 -0.28 -0.11
H -3.13285 -0.17541 -2.88095 0.09 0.03 -0.74
H -1.17527 3.45610 -1.45155 0.26 -0.14 -0.06
H 3.13909 4.71382 -3.65896 -0.26 -0.06 0.18
H 2.02733 3.18165 0.89976 0.47 -0.50 -0.05
C -0.75930 -0.44568 5.49355 -0.25 -0.05 -0.39
C 0.84984 -1.10440 -0.53720 -1.04 -0.63 1.44
S -4.48166 -2.56050 -0.84391 -0.19 0.70 -0.56
H 6.69266 -1.66217 1.47195 -0.11 -0.32 0.34
H -2.37377 -2.27692 0.28590 -0.13 -0.30 0.00
Hg 3.34096 -2.84499 -1.98716 -2.11 0.68 0.70
H 1.85894 3.44456 -2.11015 0.43 0.09 -0.31
H 5.30389 0.66515 2.06201 0.02 -0.01 -0.02
O 1.40806 -3.74120 -5.83456 0.88 -0.18 0.44
C -2.25673 0.46111 -2.75294 -0.36 0.33 0.77
H -2.53207 -4.81155 -3.91288 -0.17 0.23 0.02
O 1.69561 -1.47173 -1.56334 0.81 0.50 -1.34
C 3.50659 5.71280 -1.73335 1.28 -0.52 0.03
O 3.76102 -2.95129 0.28337 0.39 -0.35 -0.32
```
Positions in Å, forces in eV/Å.

Summary:
Relative energy (zero: lowest compared OMol25 entry of this formula, charge and spin) in kJ/mol: 67.11
2S+1: 1
HOMO-LUMO gap in eV: 3.959
Total charge: +1


No. 3
This record from the Open Molecules 2025 dataset describes the molecule C5H8N2. The level of theory is ωB97M-V/def2-TZVPD.

The geometry in XYZ format:
```
15
Properties=species:S:1:pos:R:3:forces:R:3
H -1.42502 -0.97383 1.42950 0.00 -0.09 -0.18
N 3.14736 -0.55758 -0.72472 0.33 -0.16 -0.54
H -1.60347 1.42141 -0.66608 0.00 0.12 -0.04
H 0.57862 0.59473 -1.80276 0.07 -0.32 -0.02
H -0.10821 2.20712 -0.05473 -0.09 -0.06 -0.08
H -1.30902 1.56761 1.06846 0.11 -0.12 -0.15
H 1.26595 -0.80712 1.45692 0.32 0.35 0.35
H -1.94509 -1.12109 -0.26464 0.20 0.10 0.07
H -0.55528 -2.05894 0.32050 -0.05 0.13 0.00
N 0.65386 -0.20366 -1.16593 0.11 0.22 -0.83
C 2.00577 -0.24547 -0.66022 -1.40 0.72 1.42
C 1.17285 0.10598 0.84686 0.28 -1.34 -0.08
C -0.12388 0.04933 0.07912 0.24 0.41 -0.01
C -1.07164 -1.09745 0.39774 0.06 -0.06 0.21
C -0.82500 1.39672 0.09990 -0.15 0.09 -0.11
```
Positions in Å, forces in eV/Å.

Summary:
Relative energy (zero: lowest compared OMol25 entry of this formula, charge and spin) in kJ/mol: 511.20
2S+1: 1
HOMO-LUMO gap (spin up / spin down) in eV: 7.735 / 7.969


No. 4
This record from the Open Molecules 2025 dataset describes the molecule C4H11N3O. The level of theory is ωB97M-V/def2-TZVPD.

The geometry in XYZ format:
```
19
Properties=species:S:1:pos:R:3:forces:R:3
N 1.03560 0.19124 0.29257 -1.16 -0.65 1.24
H -1.78210 1.71921 1.17096 -0.43 0.36 0.44
H -2.15426 -1.09904 1.69384 -0.10 -0.08 -0.05
O 1.75938 -0.04456 -3.14624 0.12 0.03 -0.28
C 0.71296 0.45804 -1.07819 -0.27 0.51 -1.17
C 0.15028 0.84782 1.31502 0.69 0.79 -0.95
H 0.84262 -0.78085 0.48942 0.39 -0.45 -0.18
N 1.29118 -1.82233 -1.85618 -0.25 0.53 0.37
N -1.97942 -0.18196 2.06877 -0.16 -0.18 0.14
H -0.33900 0.48730 -1.39115 -0.40 -0.30 0.46
H 0.46203 1.89625 1.30715 -0.21 0.09 0.04
H 0.98747 -2.11515 -0.93995 0.40 -0.40 -0.31
H 0.44486 0.45291 2.28064 -0.10 -0.15 0.12
H -1.52262 0.48365 0.05000 -0.37 -0.44 0.25
C -1.37824 0.72359 1.11017 1.02 0.16 -0.25
H 1.02085 1.45737 -1.37374 0.50 0.08 0.13
H 1.95198 -2.34044 -2.41054 -0.18 -0.41 0.18
C 1.31489 -0.48326 -2.10888 0.38 0.43 0.10
H -2.81845 0.15019 2.52631 0.13 0.08 -0.28
```
Positions in Å, forces in eV/Å.

Summary:
Relative energy (zero: lowest compared OMol25 entry of this formula, charge and spin) in kJ/mol: 133.59
Structure (SMILES): NCCNCC(N)=O
2S+1: 1
HOMO-LUMO gap in eV: 9.663


No. 5
This record from the Open Molecules 2025 dataset describes the molecule C4H8O3. The level of theory is ωB97M-V/def2-TZVPD.

The geometry in XYZ format:
```
15
Properties=species:S:1:pos:R:3:forces:R:3
O 2.74271 0.15706 0.66191 0.07 -0.02 -0.15
H 0.94248 0.79909 1.46801 0.11 -0.14 -0.06
H -1.17684 -1.71743 -0.27693 0.06 0.10 0.06
C 0.57408 -0.49827 -0.14628 0.19 0.01 -0.42
H -1.76126 0.08519 -1.72580 0.05 0.06 0.15
C -1.69842 0.34814 -0.66268 -0.21 -0.20 -0.03
C 1.42597 -0.09530 1.03548 -0.28 -0.04 0.07
H -2.71675 0.40095 -0.26530 0.16 -0.07 -0.08
H -0.38676 1.70480 -1.09946 -0.24 0.11 0.21
C -0.89920 -0.72439 0.09316 -0.07 -0.05 0.07
O -1.13480 1.63404 -0.48677 0.30 0.11 -0.27
H 1.36809 -0.88740 1.80036 0.00 0.09 -0.12
H -1.11502 -0.67684 1.16585 0.05 0.01 -0.13
H 2.76781 0.01304 -0.30006 0.07 0.02 0.09
O 1.06790 -0.54268 -1.26149 -0.26 0.02 0.59
```
Positions in Å, forces in eV/Å.

Summary:
Relative energy (zero: lowest compared OMol25 entry of this formula, charge and spin) in kJ/mol: 127.22
Structure (SMILES): O=C(CO)CCO
2S+1: 1
HOMO-LUMO gap in eV: 11.200


No. 6
This record from the Open Molecules 2025 dataset describes the molecule C13H14O5S2. The level of theory is ωB97M-V/def2-TZVPD.

The geometry in XYZ format:
```
34
Properties=species:S:1:pos:R:3:forces:R:3
H -0.94375 2.71712 -0.37595 -0.26 0.68 -0.15
C 1.75390 1.47728 -0.23871 -2.15 -1.55 -1.94
C 2.67823 0.33000 0.21186 -1.49 -1.67 -0.27
H 4.48196 1.36659 1.06197 -0.38 0.02 -0.45
H -4.03446 -2.92927 2.67963 0.72 -1.22 -1.17
H -0.57269 2.97048 -2.16389 -0.15 -0.17 0.08
H -1.86457 -4.45904 -0.03514 0.55 0.82 0.40
S -0.07765 -0.18663 -1.71309 -2.43 -0.05 -4.69
C -0.19869 2.75816 -1.16608 1.60 -2.02 0.12
C 4.16836 0.54507 0.40210 -0.25 -1.07 1.94
O -1.03423 0.36887 -2.72340 0.70 -0.06 2.78
C -0.90351 -2.55329 -0.55609 0.72 -2.22 -1.86
O 0.55552 5.05207 0.05054 0.35 -1.65 -0.16
H -3.06923 -4.37921 2.40173 0.36 -1.22 0.24
H 4.60446 -0.38306 0.85498 -0.63 0.70 -0.42
S 1.11032 3.96435 -0.75290 -0.09 2.83 -0.81
O 2.17813 -0.78582 0.34660 0.68 1.73 -0.14
H 4.59507 0.62728 -0.55448 0.70 0.48 -1.37
C 2.13141 2.81617 0.20292 -1.07 1.17 0.94
C -2.68803 -2.79775 1.04904 0.45 1.98 -0.12
C -2.76457 -1.36600 1.17056 1.45 0.21 -2.06
C -1.76737 -3.37397 0.18085 -0.23 0.06 -0.45
O 0.80913 -1.06451 -2.45223 1.04 0.42 1.89
H -1.87451 0.51753 0.39711 -0.38 -0.70 0.02
C -1.89076 -0.58661 0.34978 -0.81 -0.17 0.77
H -0.19836 -2.91347 -1.33430 -0.50 -0.32 0.82
C -1.01353 -1.21818 -0.53621 0.04 2.98 1.36
H 3.15052 3.08313 0.03657 0.78 0.17 -0.11
C 0.56515 1.38170 -1.01077 2.92 0.35 2.30
C -3.57906 -3.62644 1.86659 -2.65 2.27 1.48
O 1.84530 4.44037 -1.93303 -0.87 -1.69 1.32
H -3.54954 -0.80902 1.69835 0.47 -0.69 0.23
H -4.47503 -3.93830 1.30336 0.56 -0.47 0.16
H 1.87210 2.95441 1.28172 0.23 0.08 -0.71
```
Positions in Å, forces in eV/Å.

Summary:
Relative energy (zero: lowest compared OMol25 entry of this formula, charge and spin) in kJ/mol: 8.17
Structure (SMILES): CC(=O)C1=C(S(=O)(=O)c2ccc(C)cc2)CS(=O)(=O)C1
2S+1: 1
HOMO-LUMO gap in eV: 8.613